No. 1
Formula: C28H26Cl2N2O6Re
Source: OMol25
Level of theory: ωB97M-V/def2-TZVPD

Element x y z (Å)
Re  1.12532  0.06820  -0.26140
O  1.32858  0.72034  1.85222
C  2.58918  1.41440  2.03376
C  3.63220  0.79695  1.14211
C  4.97321  0.87752  1.46189
C  5.91228  0.31977  0.60620
C  5.47425  -0.31777  -0.54787
C  4.12296  -0.36509  -0.80851
N  3.21297  0.18744  0.01363
H  0.59071  1.30845  2.09141
H  2.89678  1.32973  3.07497
H  2.47671  2.47113  1.78181
H  5.27258  1.38050  2.37183
H  6.96726  0.37849  0.83732
H  6.17072  -0.77116  -1.23827
H  3.73821  -0.84470  -1.70020
C  1.56313  4.12572  -1.85362
C  1.10891  2.70223  -1.81785
O  1.21872  2.10199  -0.70306
C  0.60639  2.07581  -3.00513
C  0.14719  2.86962  -4.07653
C  -0.30342  2.30804  -5.24113
C  -0.27554  0.91628  -5.38972
C  0.15837  0.11222  -4.36367
C  0.58058  0.65698  -3.14507
O  0.99112  -0.19256  -2.20982
H  2.08755  4.36977  -0.93289
H  0.71147  4.80187  -1.95236
H  2.21865  4.29389  -2.70656
H  0.13082  3.94578  -3.97172
H  -0.67570  2.93938  -6.03497
H  -0.59966  0.46867  -6.31951
H  0.14487  -0.96635  -4.44579
Cl  1.64655  -5.36127  -1.76795
C  1.35582  -4.24919  -0.50387
C  1.09808  -4.68664  0.79162
C  0.84330  -3.73944  1.77185
C  0.86876  -2.40034  1.44453
N  1.13897  -1.98034  0.19459
C  1.37032  -2.89191  -0.76600
H  1.09492  -5.74459  1.01747
H  0.62318  -4.04187  2.78528
H  0.65043  -1.64407  2.18468
H  1.54555  -2.52409  -1.76947
C  -3.34655  -1.47032  4.08356
C  -4.17440  -0.52285  3.26517
C  -5.17592  0.23886  3.84094
C  -5.93089  1.12983  3.08763
Cl  -7.17899  2.04535  3.83016
C  -5.66384  1.28490  1.73690
C  -4.68253  0.51381  1.13815
C  -3.96099  -0.41371  1.88272
O  -3.02382  -1.25931  1.36089
C  -2.92563  -1.43663  -0.01978
C  -1.79763  -0.61384  -0.67763
O  -1.77868  -0.51349  -1.88378
O  -0.91896  -0.13003  0.16858
H  -3.49584  -1.28566  5.14537
H  -2.28544  -1.36006  3.85149
H  -3.61951  -2.50754  3.87496
H  -5.38063  0.13318  4.89887
H  -6.21956  2.00704  1.15527
H  -4.47944  0.65495  0.08411
H  -3.84968  -1.23452  -0.55675
H  -2.64434  -2.47972  -0.19108

Forces on the atoms, in the same order (eV/Å):
-2.6 0.8 -0.8
-0.1 -0.1 -0.9
0.4 0.2 0.1
0.0 -0.1 0.1
0.0 0.1 0.0
-0.1 0.0 -0.1
0.0 0.0 0.1
0.0 -0.1 -0.2
0.2 0.0 0.1
0.0 -0.2 0.1
-0.1 0.0 0.0
-0.1 0.0 0.0
0.0 0.0 0.0
0.0 0.0 0.0
0.0 0.0 0.0
0.0 0.0 0.0
0.0 0.0 0.3
-0.2 0.2 -0.5
0.1 -0.8 0.4
0.1 -0.6 0.5
0.1 0.1 -0.2
0.0 0.1 0.0
0.0 0.2 0.0
0.1 -0.3 0.5
-0.5 0.8 -0.9
0.8 -0.5 2.0
0.0 0.0 0.0
0.0 0.0 0.0
0.0 0.0 0.0
0.0 0.0 0.0
0.0 0.0 0.0
0.0 0.0 0.0
0.0 0.0 -0.1
0.0 0.0 -0.1
0.0 0.0 0.2
0.0 0.1 -0.1
0.1 -0.1 -0.1
-0.1 0.0 0.2
0.1 -0.3 0.1
0.0 0.0 -0.3
0.0 0.0 0.0
0.0 0.0 0.0
0.0 0.0 0.0
0.0 0.0 0.0
-0.1 -0.1 0.0
0.1 -0.1 -0.3
-0.1 0.1 0.1
0.4 -0.2 -0.4
-0.2 0.2 0.2
-0.2 0.1 0.3
0.4 -0.3 -0.1
-0.6 0.5 0.3
0.4 -0.4 0.1
0.5 0.4 0.0
-1.7 -0.6 -0.7
0.5 0.2 0.4
2.7 0.8 -0.1
0.0 0.0 0.0
0.0 0.0 0.0
0.0 0.0 0.0
0.0 0.0 0.0
0.0 0.0 0.0
-0.1 0.0 0.0
-0.1 -0.1 0.0
-0.1 0.0 0.0

Properties
Energy = -71885.068 eV
<S²> = 3.77
Total charge = +2
Frontier orbital gap (spin up / spin down) = 5.673 / 4.024 eV
Multiplicity = 4

***

No. 2
Formula: C39H99N5O9S3
Source: OMol25
Level of theory: ωB97M-V/def2-TZVPD

Element x y z (Å)
C  13.15401  22.28534  5.05253
C  12.70054  23.75724  5.19810
O  13.79722  24.47449  5.68276
S  13.51126  26.10244  5.78674
C  12.70378  26.12517  7.44999
O  14.77067  26.81633  5.93570
O  12.51011  26.51540  4.78955
H  13.49345  21.81342  5.97458
H  13.96381  22.08246  4.35170
H  12.35332  21.63402  4.70211
H  12.34640  24.14479  4.24287
H  11.81969  23.91772  5.81976
H  13.02609  27.06527  7.89768
H  13.15559  25.28704  7.98058
H  11.68321  25.86337  7.17070
C  14.28381  26.03183  2.26898
C  15.26346  27.23817  2.20183
O  15.17550  27.81896  0.98859
S  16.17249  27.41359  -0.19797
C  17.60991  28.44490  0.44197
O  16.38615  25.96306  -0.06179
O  15.66125  28.04677  -1.40762
H  14.64834  25.32617  3.01547
H  14.31193  25.41487  1.37083
H  13.24607  26.33834  2.40031
H  15.13348  27.95339  3.01402
H  16.20095  26.68339  2.23985
H  17.25670  29.41361  0.79542
H  18.44525  28.56364  -0.24811
H  17.95344  27.88532  1.31202
C  9.79702  25.18945  1.20068
C  10.05901  25.52998  2.59506
O  8.94736  26.18390  3.23832
S  8.93553  27.85048  3.29196
C  9.50983  28.02605  5.08067
O  9.86196  28.39582  2.32866
O  7.51908  28.18051  3.31586
H  10.65645  24.64574  0.80843
H  9.33924  26.06411  0.73863
H  9.01562  24.43184  1.26022
H  10.13956  24.63383  3.21032
H  10.91082  26.20547  2.67395
H  10.59977  28.01570  5.07713
H  9.25416  27.08945  5.57616
H  8.93372  28.83202  5.53523
C  12.86075  33.09010  4.92175
C  12.93926  31.57073  4.80620
N  13.61486  31.02897  6.01443
C  12.87636  29.91070  6.62841
C  11.52368  30.17594  7.17734
C  15.01323  30.79969  5.92133
C  15.76432  31.92905  6.51571
H  12.29976  33.27076  5.83866
H  12.41521  33.59336  4.06365
H  13.83059  33.56121  5.08164
H  12.03752  31.11244  4.40006
H  13.60687  31.44814  3.95334
H  12.77850  29.08048  5.92894
H  13.41072  29.57292  7.51636
H  11.52313  30.95947  7.93509
H  10.84808  30.50759  6.38888
H  11.16456  29.26511  7.65642
H  15.25052  30.51713  4.89568
H  15.32718  29.89255  6.43768
H  16.81019  31.73630  6.75468
H  15.24763  32.40313  7.35020
H  15.84496  32.65585  5.70741
C  17.09808  23.46581  6.21728
C  18.55409  23.57025  5.73001
N  18.66252  24.55144  4.57448
C  18.26673  24.10670  3.28618
C  19.30990  23.18498  2.57977
C  18.28419  25.88364  4.89796
C  19.05949  26.99108  4.20836
H  16.37026  23.25361  5.43412
H  16.76622  24.44402  6.56526
H  16.98169  22.76764  7.04621
H  19.19336  23.71162  6.60147
H  18.90271  22.57350  5.45973
H  17.37746  23.50980  3.48869
H  18.12053  24.96087  2.62504
H  19.40922  22.19202  3.01826
H  18.92904  23.18910  1.55848
H  20.27733  23.67317  2.46215
H  18.41993  26.05188  5.96631
H  17.21436  25.99934  4.72419
H  19.02964  27.87678  4.84298
H  18.66154  27.17032  3.20956
H  20.12783  26.78426  4.14547
C  15.37558  19.71487  4.22170
C  16.19304  20.26304  3.07116
N  15.32864  20.63014  1.93219
C  14.67969  19.49047  1.31005
C  13.22834  19.68642  0.93535
C  16.06082  21.46176  1.00073
C  17.29077  20.90202  0.30780
H  15.99268  19.17577  4.94050
H  14.47148  19.13960  4.02225
H  15.05961  20.51607  4.88978
H  16.74581  21.17838  3.28258
H  16.77144  19.40503  2.72857
H  15.12104  19.37035  0.32066
H  14.77147  18.57204  1.88985
H  13.09053  20.40825  0.13031
H  12.82729  18.68724  0.76540
H  12.74867  19.88155  1.89448
H  16.31267  22.34277  1.59105
H  15.29383  21.90555  0.36600
H  17.15821  20.09044  -0.40764
H  18.03667  20.60668  1.04571
H  17.77420  21.71836  -0.22885
C  8.64129  26.47717  9.50402
C  8.36801  25.00183  9.13171
N  8.01611  24.88898  7.70029
C  7.87740  23.44132  7.37463
C  9.17213  22.74971  7.18520
C  6.63099  25.32229  7.49896
C  6.35690  25.74826  6.10575
H  7.85579  27.17337  9.21006
H  9.64228  26.56484  9.08163
H  8.80033  26.58118  10.57733
H  9.16514  24.28840  9.34078
H  7.57038  24.54666  9.71882
H  7.25021  23.37204  6.48585
H  7.35809  22.80337  8.08977
H  9.06801  21.90664  6.50219
H  9.40932  22.28499  8.14222
H  9.90398  23.47946  6.83883
H  5.88930  24.55940  7.73557
H  6.44455  26.11786  8.22035
H  6.37819  26.83698  6.05759
H  7.09201  25.28479  5.44779
H  5.35496  25.45755  5.79001
C  12.51244  26.98586  11.46504
C  14.02483  27.19995  11.07454
N  14.30299  28.55972  10.62993
C  13.54955  29.69881  11.26591
C  13.56730  31.05912  10.50453
C  15.72000  28.86759  10.53726
C  16.54069  27.93841  9.57414
H  12.25908  25.96645  11.75608
H  11.86756  27.21484  10.61663
H  12.29588  27.63051  12.31688
H  14.49059  27.00722  12.04099
H  14.45683  26.54739  10.31583
H  12.48985  29.48301  11.40226
H  14.01206  29.98124  12.21163
H  13.43973  30.89886  9.43395
H  12.62308  31.45939  10.87374
H  14.52306  31.52837  10.73781
H  16.26761  28.73542  11.47041
H  15.95479  29.90807  10.31281
H  17.57541  28.28109  9.56911
H  16.06699  27.87707  8.59437
H  16.64483  26.91547  9.93584

Forces on the atoms, in the same order (eV/Å):
-0.4 -0.2 0.2
-0.8 -1.9 -1.2
0.9 2.7 -0.1
-0.5 0.7 1.1
1.1 -0.9 -1.8
-1.2 -1.3 -0.8
1.7 -0.8 1.4
-0.1 0.4 0.4
0.0 0.8 -0.2
-0.4 0.3 0.0
0.5 0.0 -0.3
0.1 -0.5 0.6
-0.8 0.1 0.0
0.0 0.1 0.1
-0.3 0.7 0.7
-0.1 0.2 0.0
-0.1 -3.9 1.7
-0.6 2.3 -3.4
0.3 0.5 0.0
-0.3 -1.2 0.0
0.2 2.5 -0.7
0.7 -1.4 1.9
-0.4 0.2 0.6
0.3 0.5 -0.4
0.1 -0.1 0.4
0.1 0.0 -0.2
0.6 0.6 0.7
-0.4 -0.2 -0.4
-0.4 -0.2 -0.2
0.1 0.0 0.0
-1.5 -1.1 -0.1
0.6 0.7 1.7
-0.4 1.9 -0.5
-1.2 -1.4 2.0
-0.2 -0.8 -1.5
-0.7 -0.4 0.7
1.8 -0.1 -0.4
0.1 0.7 -0.6
0.8 -0.2 -0.8
-0.3 -0.1 -0.4
0.6 0.0 0.0
0.3 -0.3 0.3
-0.1 0.8 0.0
-0.5 0.0 -0.2
0.6 0.2 -0.2
-0.7 0.1 0.7
2.2 0.9 -0.7
-3.3 -0.8 0.3
0.9 0.0 0.1
-0.9 1.0 -0.1
0.4 -1.7 0.2
1.2 1.6 -1.0
-0.3 0.5 -0.1
-0.3 -0.2 0.0
0.1 -0.3 -0.1
-0.4 -0.2 1.0
0.4 -0.5 -0.2
0.2 -0.4 -0.2
0.7 -0.2 -0.3
0.1 0.1 0.1
-0.3 -0.2 0.1
-0.3 -0.1 -0.1
0.5 0.6 -0.4
-0.6 -0.3 0.4
0.0 -0.4 0.3
0.0 -0.3 0.0
0.0 0.7 0.2
0.0 0.6 0.1
-1.2 -0.1 -1.2
2.4 -0.7 2.5
1.1 -1.6 0.3
-0.8 1.2 -0.4
-0.2 0.4 0.8
0.3 0.0 0.0
0.2 -0.5 -0.2
0.1 0.1 0.3
0.0 -0.1 -0.1
0.2 1.2 -0.2
-0.1 0.0 -0.8
-0.8 0.0 -1.0
-0.5 0.0 0.2
-0.1 0.1 -0.2
0.0 -0.9 -0.2
0.1 0.0 0.5
0.0 -0.3 0.2
-0.4 0.5 -0.1
-0.5 0.3 -0.3
0.2 0.3 0.0
0.0 -0.4 -0.2
0.1 1.0 1.9
-1.6 -1.1 -1.2
-0.1 -0.2 1.0
0.3 0.3 -1.5
-0.2 -0.8 1.8
-1.0 0.8 0.3
0.5 0.4 0.0
0.2 -0.6 -0.4
0.3 -0.1 -0.5
-0.3 0.3 -0.3
0.4 -0.5 0.5
1.1 0.2 0.1
0.8 -0.7 0.0
0.3 0.1 0.0
-0.4 -0.1 0.3
-0.1 0.1 -1.0
-0.6 1.0 -0.2
0.6 0.1 0.0
0.2 -0.3 -0.8
-0.3 0.0 0.2
-0.1 -0.2 0.1
-0.1 0.1 -0.2
1.0 -1.8 0.5
-1.0 0.1 -0.1
-1.1 -2.0 0.6
0.0 0.2 -0.9
0.6 -0.6 0.1
-0.4 0.9 1.3
-0.3 0.7 -0.7
0.5 -0.1 -0.4
-0.2 1.3 -0.4
-0.2 -0.1 0.1
0.7 0.6 -0.1
-0.6 0.2 0.3
0.2 0.1 -0.2
-0.7 0.7 0.7
0.2 0.1 -0.3
0.8 0.2 0.0
0.3 -0.4 0.0
0.2 -0.5 0.6
-0.2 0.2 -0.2
0.3 0.0 -0.5
-0.1 0.3 -0.3
0.0 -0.1 -0.1
0.9 0.0 -1.1
-1.2 0.5 1.2
-0.8 1.8 -0.4
0.8 -0.2 -0.8
-0.1 -2.0 0.0
1.3 -1.3 -0.3
-0.7 0.3 0.5
0.5 -0.1 0.0
-0.2 0.3 0.1
-0.2 -0.1 -0.2
0.8 -0.2 0.1
-0.4 -0.3 0.2
0.4 -0.6 0.1
-0.2 -0.5 0.7
0.2 0.1 -0.1
0.6 1.2 0.0
-0.6 0.7 -0.2
-0.3 -0.1 0.9
-0.7 0.0 -0.5
-0.1 0.3 -0.5
0.3 0.2 -0.2
-0.4 -0.1 0.3

Properties
Energy = -100424.712 eV
Total charge = 0
Frontier orbital gap = 8.157 eV
Structure (SMILES) = CCOS(C)(=O)=O.CCOS(C)(=O)=O.CCOS(C)(=O)=O.CCN(CC)CC.CCN(CC)CC.CCN(CC)CC.CCN(CC)CC.CCN(CC)CC

***

No. 3
Formula: C6H11IN
Source: OMol25
Level of theory: ωB97M-V/def2-TZVPD

Element x y z (Å)
C  0.96859  -1.04193  -1.21821
C  -1.75720  0.38136  0.27097
C  -1.72167  -0.98408  -0.24983
C  -0.32618  -0.16296  0.43969
C  0.33577  -0.50874  1.73174
C  0.77316  1.33766  -1.14759
N  0.54976  0.04786  -0.65887
I  -1.56496  -1.55114  -2.30795
H  1.62549  -1.01256  -1.95553
H  0.87561  -1.94707  -0.63228
H  -2.10939  1.23003  -0.33321
H  -2.37482  0.30638  1.26712
H  -2.13375  -1.84667  0.34296
H  0.97679  -1.32125  1.59545
H  -0.45136  -0.53070  2.51227
H  0.92030  0.30478  2.04664
H  -0.23322  1.89053  -1.32779
H  1.37925  1.21618  -2.10718
H  1.17334  1.86040  -0.31984

Forces on the atoms, in the same order (eV/Å):
-1.7 0.4 3.7
-1.5 0.2 2.3
1.8 -1.4 1.0
-3.7 -0.7 -1.2
-2.5 1.0 0.1
-1.4 1.6 -2.6
-0.1 -2.6 0.1
-0.3 0.3 0.8
2.7 0.2 -3.5
-0.3 -0.1 -0.3
0.6 -0.3 0.2
1.4 0.7 -1.8
0.4 1.2 -0.7
0.7 -1.7 0.4
0.6 -0.9 -0.4
1.1 1.3 0.3
1.6 -1.1 -0.2
-0.6 0.9 1.5
1.2 1.0 0.4

Properties
Energy = -15981.318 eV
Total charge = +1
Frontier orbital gap = 8.903 eV

***

No. 4
Formula: C3H7NO2
Source: OMol25
Level of theory: ωB97M-V/def2-TZVPD

Element x y z (Å)
C  2.20035  0.33225  0.08134
O  1.04560  -0.37171  0.53040
C  -0.04338  -0.11013  -0.15318
O  -0.01982  0.58209  -1.15918
C  -1.31555  -0.69261  0.38986
N  -2.31788  0.10259  -0.19299
H  2.97735  0.03743  0.76752
H  2.03372  1.40281  0.13446
H  2.47436  0.07653  -0.93878
H  -1.33738  -0.72427  1.47369
H  -1.46196  -1.70614  0.04107
H  -2.32025  1.00492  0.28414
H  -1.91515  0.06622  -1.25835

Forces on the atoms, in the same order (eV/Å):
0.4 0.0 0.1
0.4 -0.2 0.5
0.8 0.3 -1.0
0.2 -0.5 0.6
0.5 -0.3 0.3
-1.0 -0.5 -2.9
0.3 0.0 0.1
-0.1 0.1 0.0
-0.1 -0.1 0.0
0.2 0.1 0.2
0.4 -0.5 0.0
0.1 0.1 -1.1
-2.0 1.5 3.2

Properties
Energy = -8808.782 eV
Total charge = 0
Frontier orbital gap = 10.133 eV
Structure (SMILES) = COC(=O)CN